Record 1
The molecule CHN3O, computed with wB97M-V/def2-TZVPD.

Output
net charge: 0
E_tot: -277.9993 Ha
structure (SMILES): ON=c1nn1
HOMO-LUMO gap: 8.39 eV
HOMO level: -9.175 eV

Each line ends with the Mulliken charge.
Cartesian coordinates (Å):
O  -0.15332  0.45356  0.17942  -0.35
N  -1.05537  -0.60413  0.15914  -0.29
C  -2.43242  -0.06300  0.10912  0.60
N  -3.75493  -0.46213  0.08044  -0.13
N  -3.52371  0.76982  0.05851  -0.18
H  0.71968  0.03527  0.16240  0.35

Record 2
A structure of composition C37H35BrN2O4PtTe, computed with wB97M-V/def2-TZVPD.

Output
net charge: 0
E_tot: -4802.7478 Ha
HOMO-LUMO gap: 7.46 eV
HOMO level: -7.554 eV

Each line ends with the Mulliken charge.
Cartesian coordinates (Å):
Pt  -1.01011  0.85225  0.14229  0.37
O  -5.23715  -2.78326  2.72481  -0.55
C  -4.34874  -1.93362  2.17772  0.91
C  -4.59570  -1.22115  1.00813  -0.70
C  -3.60801  -0.40032  0.52269  -0.48
N  -2.41449  -0.26589  1.12005  -0.14
C  -2.19738  -0.92753  2.25988  0.37
Br  -0.55353  -0.69944  3.13828  -0.11
C  -3.13195  -1.77250  2.82330  -0.34
H  -6.04806  -2.80282  2.20389  0.31
H  -5.53898  -1.29889  0.48373  0.38
H  -3.74878  0.19546  -0.36755  0.34
H  -2.91882  -2.30175  3.73870  0.50
C  4.64775  -1.05724  -3.15461  -1.53
C  3.44834  -1.00727  -2.24500  0.39
C  3.21255  -1.98919  -1.29517  -1.04
C  2.10578  -1.96887  -0.44676  0.97
C  1.95943  -3.07608  0.54050  -0.19
O  2.94181  -3.59269  1.03606  -0.65
C  0.59708  -3.59640  0.89576  0.26
C  0.39922  -4.12180  2.16695  -0.31
C  -0.83115  -4.65723  2.51868  -0.77
C  -1.86089  -4.69578  1.58847  -0.46
C  -1.66155  -4.18851  0.30999  -0.74
C  -0.43984  -3.63044  -0.03057  0.14
C  1.21338  -0.88500  -0.50973  0.72
O  0.18697  -0.77813  0.30031  -0.89
C  1.45956  0.12237  -1.45810  0.55
C  2.53775  0.04669  -2.32041  -0.55
C  0.52029  1.28732  -1.46935  -0.11
N  0.50069  2.21192  -0.52076  -0.69
C  1.52723  2.15430  0.52888  0.06
C  1.05779  2.90587  1.76398  -1.18
Te  2.69974  3.59165  2.94472  0.19
C  3.38783  1.60015  3.08827  -0.70
C  2.66148  0.67504  3.83438  -0.13
C  3.00736  -0.66853  3.81264  -0.60
C  4.09081  -1.09631  3.05755  -0.33
C  4.83026  -0.17606  2.33069  -0.60
C  4.47790  1.16834  2.34048  -0.01
C  -0.16457  1.57870  -2.75968  0.83
C  -0.65768  0.53107  -3.53565  -0.31
C  -1.28318  0.79351  -4.74186  -0.76
C  -1.39373  2.10276  -5.19620  -0.51
C  -0.87623  3.14483  -4.44170  -0.75
C  -0.26415  2.88512  -3.22399  -0.43
H  5.12437  -2.03618  -3.11762  0.37
H  5.39530  -0.31428  -2.86785  0.30
H  4.36944  -0.85784  -4.19063  0.37
H  3.89608  -2.82516  -1.19903  0.43
H  1.22139  -4.10511  2.87040  0.47
H  -0.98280  -5.05682  3.51340  0.43
H  -2.81780  -5.12630  1.85873  0.44
H  -2.45888  -4.23039  -0.42200  0.43
H  -0.28311  -3.22662  -1.02249  0.46
H  2.68286  0.83098  -3.05770  0.55
H  2.43743  2.60406  0.11881  0.51
H  1.77339  1.12406  0.79689  -0.12
H  0.47654  2.25722  2.41473  0.24
H  0.43160  3.75683  1.49624  0.49
H  1.81530  1.00612  4.42577  0.60
H  2.42812  -1.38339  4.38373  0.47
H  4.35292  -2.14574  3.03159  0.34
H  5.67259  -0.50551  1.73602  0.41
H  5.03869  1.87798  1.74557  0.41
H  -0.55486  -0.48690  -3.17863  0.45
H  -1.67882  -0.02158  -5.33381  0.43
H  -1.87481  2.30735  -6.14393  0.41
H  -0.94739  4.16298  -4.80189  0.42
H  0.14589  3.68720  -2.62519  0.34
C  -3.24217  4.45890  0.08696  -1.64
C  -2.55879  3.28513  -0.59993  1.49
C  -3.42565  2.73479  -1.72748  -1.44
O  -2.32075  2.30943  0.37748  -0.63
H  -3.47723  5.25128  -0.62722  0.39
H  -2.59865  4.86786  0.86623  0.37
H  -4.17110  4.12326  0.55349  0.35
H  -1.61109  3.63996  -1.01962  -0.20
H  -4.40186  2.44244  -1.32850  0.37
H  -2.95611  1.86095  -2.18580  0.15
H  -3.58634  3.47838  -2.51140  0.41

Record 3
A cluster of 2 separate species, C4H8O2 in total, computed with wB97M-V/def2-TZVPD.

Output
net charge: 0
E_tot: -307.5175 Ha
structure (SMILES): C=C(C=O)OC.[H][H]
HOMO-LUMO gap: 8.78 eV
HOMO level: -8.681 eV

Each line ends with the Mulliken charge.
Cartesian coordinates (Å):
C  1.50383  0.75518  -0.70732  -0.85
C  0.35154  0.18548  -0.22715  0.36
C  0.31656  -1.09490  0.60767  0.20
O  0.69592  -2.22018  0.42108  -0.45
O  -0.60058  1.08492  0.11930  -0.31
C  -1.81909  0.64724  0.69130  -0.83
H  2.03873  0.47743  -1.60040  0.28
H  1.78753  1.70159  -0.27362  0.25
H  -0.01990  -0.79024  1.62390  0.32
H  -2.57287  1.36653  0.36453  0.27
H  -2.11414  -0.35263  0.34471  0.37
H  -1.75490  0.65554  1.78262  0.33
H  0.72893  -1.18153  -1.65169  0.05
H  1.45846  -1.23444  -1.49494  0.01

Record 4
A cluster of 2 separate species, ClH2NO2Si in total, computed with wB97M-V/def2-TZVPD.

Output
net charge: 0
E_tot: -955.9893 Ha
structure (SMILES): O=[SiH2].O=NCl
HOMO-LUMO gap: 9.74 eV
HOMO level: -10.287 eV

Each line ends with the Mulliken charge.
Cartesian coordinates (Å):
O  -0.08152  -1.08127  0.31082  -0.36
Si  -1.46649  -0.54505  0.35727  0.45
H  -2.03055  0.43055  1.55402  -0.04
H  -2.51162  -0.81558  -0.65155  -0.05
O  1.80827  0.43316  0.59009  -0.17
N  2.41569  0.28179  -0.42259  0.28
Cl  1.86623  1.29640  -1.73807  -0.12

Record 5
A structure of composition C3H10NS, computed with wB97M-V/def2-TZVPD.

Output
net charge: +1
E_tot: -572.8687 Ha
HOMO-LUMO gap: 9.47 eV
HOMO level: -14.349 eV

Each line ends with the Mulliken charge.
Cartesian coordinates (Å):
C  -0.22067  -1.41048  -1.35274  -0.36
N  -0.76557  -2.07389  -0.28847  -0.34
H  -0.76974  -0.51925  -1.64922  0.39
H  0.54672  -1.88286  -1.95589  0.35
H  -1.69648  -2.45630  -0.28989  0.23
H  -0.24388  -2.20258  0.56102  0.23
C  -0.60486  1.75927  0.65529  -0.93
C  0.68619  1.08634  1.03222  -0.31
S  1.32300  -0.06050  -0.35849  -0.16
H  -0.91379  2.09244  1.64949  0.30
H  -0.50158  2.61800  -0.00779  0.33
H  -1.28748  1.11864  0.10334  0.30
H  0.59294  0.43430  1.90261  0.32
H  1.58939  1.63029  1.31628  0.42
H  2.26581  -0.13342  -1.31776  0.24

Record 6
A cluster of 2 separate species, C2H3N2O2 in total, computed with wB97M-V/def2-TZVPD.

Output
net charge: +1
E_tot: -337.4464 Ha
2S+1: 3
expectation value of S²: 2.016
HOMO-LUMO gap (alpha / beta): 10.06 / 5.92 eV
HOMO level (alpha / beta): -16.054 / -16.037 eV

Each line ends with the Mulliken spin population.
Cartesian coordinates (Å):
C  -2.17921  -0.03195  0.53846  0.28
C  -1.13706  -2.10782  -0.54671  0.14
N  -3.33432  0.25616  0.22498  0.57
N  -1.65743  -1.23421  0.07011  0.11
O  0.55819  -0.06698  0.35035  0.00
O  -4.38413  0.52960  -0.12246  0.84
H  -1.48826  0.54032  1.10584  0.04
H  0.81224  -0.58749  -0.42949  0.00
H  1.35681  0.20701  0.93186  0.00

> Look up the E_tot of the second one.

-4802.7478 Ha

> Which of these has the highest E_tot?

CHN3O